{"formula": "C2H3NOPS", "method": "wB97M-V/def2-TZVPD", "s2": 2.02, "orbital_gap_ev": [6.23, 5.17], "homo_ev": [-11.4, -14.6], "total_charge": 1, "multiplicity": 3, "energy_ev": -25770.50859, "e_above_lowest_ev": 1.863, "species": ["C", "C", "N", "O", "P", "S", "H", "H", "H"], "coordinates": [[0.6323, 0.3725, 0.4640], [1.7666, -0.4434, 0.7284], [-0.3039, 0.8419, -0.0447], [-1.2491, 1.4255, -0.4917], [-3.5748, 0.8054, -1.5612], [-3.4521, -1.0125, -1.1410], [2.8284, 0.0251, 0.6730], [1.8417, -0.9955, -0.2556], [1.5110, -1.0190, 1.6290]], "lowdin_charge": [0.078, 0.014, 0.018, 0.019, 0.309, 0.142, 0.163, 0.141, 0.116]}